1.
{"formula": "C20H41N3O8", "method": "ωB97M-V/def2-TZVPD", "energy_ha": -1552.74880, "lumo_ev": -0.68, "smiles": "NCC1=C(CCCO)C(=O)OC1=O.COCCNCCOC.COCCNCCOC", "mol_weight_g_mol": 451.6, "e_homo_ev": -8.68, "orbital_gap_ha": 0.2937, "symbols": ["O", "O", "O", "O", "O", "O", "O", "O", "N", "N", "N", "C", "C", "C", "C", "C", "C", "C", "C", "C", "C", "C", "C", "C", "C", "C", "C", "C", "C", "C", "C", "H", "H", "H", "H", "H", "H", "H", "H", "H", "H", "H", "H", "H", "H", "H", "H", "H", "H", "H", "H", "H", "H", "H", "H", "H", "H", "H", "H", "H", "H", "H", "H", "H", "H", "H", "H", "H", "H", "H", "H", "H"], "xyz": [[-1.471, -5.515, -7.478], [0.133, -1.731, -0.811], [1.941, 1.384, 2.028], [2.188, 4.195, 3.694], [-1.227, 0.329, 7.900], [0.483, -2.593, -4.502], [-2.041, 1.716, 6.289], [-2.219, 3.522, 4.910], [-1.360, -2.569, -7.057], [0.071, 1.233, -0.499], [-0.122, 2.179, 10.011], [-1.224, 1.417, 7.358], [-1.104, -1.970, -0.170], [-0.568, -1.499, -6.456], [-1.466, -4.541, -8.514], [0.526, 5.038, 5.176], [-0.117, 4.872, 6.563], [1.866, -0.028, 1.918], [0.066, -0.798, -1.888], [1.332, 3.848, 4.769], [0.542, 2.646, 8.803], [0.809, 2.363, 0.056], [0.782, 0.488, -1.532], [-0.667, 3.520, 6.758], [-1.714, 2.973, 5.854], [2.110, 2.080, 0.800], [-2.732, -5.714, -6.870], [-0.397, 2.598, 7.668], [0.331, -3.995, -4.647], [0.705, -1.877, -5.704], [-0.679, -3.314, -8.107], [2.467, -0.403, 1.087], [1.165, 5.907, 5.173], [0.833, -0.366, 1.807], [0.641, 5.073, 7.303], [2.852, 1.571, 0.176], [2.544, 3.049, 1.064], [-2.645, -6.579, -6.215], [1.426, -2.406, -6.336], [1.024, 3.067, -0.754], [-1.877, -2.245, -0.894], [-0.979, -4.995, -9.382], [-0.883, 5.615, 6.709], [-0.170, 0.603, 0.253], [0.684, -4.459, -3.727], [0.139, 2.877, 0.749], [-0.972, -0.602, -2.174], [-1.220, -0.973, -5.754], [0.707, 3.023, 4.451], [-1.445, -1.102, 0.404], [-0.528, 1.267, 9.871], [-3.036, -4.852, -6.266], [0.859, 1.110, -2.429], [2.310, 3.377, 3.221], [1.435, 2.076, 8.539], [2.251, -0.452, 2.846], [-1.643, -3.210, -6.328], [-2.485, -4.272, -8.804], [0.853, 3.663, 8.969], [0.916, -4.385, -5.482], [-3.504, -5.919, -7.617], [-0.961, -2.802, 0.518], [-0.305, -0.784, -7.241], [1.800, 0.217, -1.222], [1.188, -0.942, -5.403], [-0.719, -4.273, -4.773], [1.905, 3.474, 5.617], [0.566, -1.258, -2.740], [-0.556, -2.666, -8.980], [0.319, -3.654, -7.798], [-0.255, 5.240, 4.462], [0.523, 2.131, 10.779]], "atomic_forces_ev_per_a": [[-0.1565, 0.0521, 0.0842], [-0.1930, 0.0413, 0.0778], [0.0513, 0.0852, -0.0785], [-0.1136, 0.2520, 0.2413], [-0.1548, 1.6646, -0.9525], [0.0020, -0.2031, -0.2586], [-0.1862, -0.4800, -0.2062], [0.2355, -0.8802, 0.8717], [0.1476, -0.0156, -0.0195], [0.1840, 0.0061, -0.0292], [-0.2398, 0.2172, -0.0011], [-0.0193, -1.8286, 0.9433], [0.1392, -0.0315, 0.0063], [-0.1874, -0.0588, 0.0246], [0.1725, -0.0627, -0.1482], [-0.5771, 0.2933, 0.2021], [0.6478, 0.1475, -0.3537], [-0.0389, 0.0460, 0.2912], [0.2891, 0.0270, -0.1109], [0.3128, -0.2067, -0.2060], [0.0593, -0.4578, 0.4582], [-0.2096, -0.0920, 0.0423], [-0.1060, -0.0040, 0.2472], [-0.3354, 0.0904, -0.0798], [-0.2659, 1.1273, -0.8015], [0.0607, 0.2298, -0.0317], [0.1238, -0.0384, 0.0119], [-0.0509, 0.1157, -0.1243], [-0.0222, 0.0670, 0.2590], [0.0882, 0.2344, 0.0249], [-0.0594, -0.0022, 0.2075], [-0.0358, 0.0125, -0.0680], [0.3117, 0.3215, 0.1277], [0.0191, -0.0602, -0.1217], [0.2530, -0.0673, 0.4379], [-0.0667, -0.1172, -0.0108], [0.0058, -0.0066, -0.0053], [0.0387, -0.0078, -0.0058], [-0.0689, -0.1035, -0.0266], [0.0419, -0.0053, -0.0208], [-0.0447, 0.0277, 0.0108], [-0.0186, -0.0007, -0.0111], [-0.4425, 0.2709, -0.0516], [-0.0567, -0.0413, 0.0119], [0.0287, 0.0332, 0.0073], [0.0294, 0.0520, 0.0005], [-0.0431, 0.0275, 0.0893], [0.0248, 0.0450, 0.0033], [-0.4272, -0.2439, -0.0328], [-0.0938, 0.0027, -0.0519], [0.0364, -0.2472, -0.0075], [-0.0822, 0.0145, -0.0552], [0.0143, 0.0306, 0.0028], [0.3108, -0.4373, -0.4830], [0.1963, -0.1836, -0.0694], [0.0339, 0.0351, 0.0006], [-0.0331, -0.0461, 0.0201], [-0.0360, 0.0460, 0.0731], [0.1670, 0.4459, -0.0402], [-0.0329, 0.0090, -0.0676], [-0.0409, 0.0272, 0.0078], [0.0343, -0.0034, -0.0049], [0.0368, -0.0096, -0.0237], [0.0554, -0.0139, -0.1255], [0.0008, -0.0051, 0.0099], [0.0144, -0.0624, -0.1237], [0.3279, 0.0043, 0.2809], [-0.0609, 0.0071, 0.0417], [0.0160, 0.0293, 0.0026], [0.0519, -0.0183, -0.1112], [-0.2276, -0.0638, -0.4339], [0.1649, -0.0329, 0.2324]], "lowdin_charge": [-0.1944, -0.1905, -0.1999, -0.0436, 0.1522, -0.2108, 0.1630, 0.1770, -0.0501, -0.0478, 0.0263, -0.3527, -0.1172, -0.1975, -0.2182, -0.1593, -0.1048, -0.0860, -0.2101, -0.2669, -0.2055, -0.1946, -0.2110, -0.0936, -0.3759, -0.2185, -0.1153, -0.0767, -0.0841, -0.2211, -0.2170, 0.0904, 0.1190, 0.0754, 0.1115, 0.1135, 0.1147, 0.0879, 0.1123, 0.1197, 0.0870, 0.1214, 0.1311, 0.0689, 0.0909, 0.1211, 0.1261, 0.1184, 0.1211, 0.0787, 0.0551, 0.0790, 0.1228, 0.0407, 0.1297, 0.0889, 0.0694, 0.1217, 0.1102, 0.0894, 0.0874, 0.0872, 0.1182, 0.1065, 0.1198, 0.0750, 0.1247, 0.0987, 0.1236, 0.1063, 0.1126, 0.0689]}

---

2.
{"formula": "C20H41N4O8P2PdSSe2", "method": "ωB97M-V/def2-TZVPD", "total_charge": -1, "energy_ha": -7619.49923, "lumo_ev": [2.20, 2.20], "mol_weight_g_mol": 823.9, "e_homo_ev": [-3.59, -3.93], "orbital_gap_ha": [0.2130, 0.2255], "spin_multiplicity": 3, "relative_energy_ev": 1.015, "symbols": ["Pd", "Se", "Se", "S", "P", "P", "O", "O", "O", "O", "O", "O", "O", "O", "N", "N", "N", "N", "C", "C", "C", "C", "C", "C", "C", "C", "C", "C", "C", "C", "C", "C", "C", "C", "C", "C", "C", "C", "H", "H", "H", "H", "H", "H", "H", "H", "H", "H", "H", "H", "H", "H", "H", "H", "H", "H", "H", "H", "H", "H", "H", "H", "H", "H", "H", "H", "H", "H", "H", "H", "H", "H", "H", "H", "H", "H", "H", "H", "H"], "xyz": [[-0.398, 1.671, -0.779], [0.260, 2.461, 1.457], [-2.830, 2.323, -0.809], [0.911, 2.503, -3.116], [-0.435, -2.092, 1.537], [-1.117, -2.299, -1.311], [-0.526, -2.861, 0.089], [0.250, 3.435, -2.179], [-1.501, -1.105, 1.673], [1.358, 3.118, -4.342], [-1.691, 6.745, 0.748], [-3.976, 3.784, 2.670], [-1.034, -0.864, -1.593], [0.126, 1.278, -3.266], [-0.229, -3.120, -2.437], [-2.638, -2.945, -1.286], [1.129, -1.598, 1.604], [-0.549, -3.343, 2.610], [4.727, 1.137, -0.970], [0.127, -4.601, 2.394], [0.701, -2.418, -3.304], [-0.497, 4.255, 1.194], [4.120, 2.343, -0.632], [2.978, 0.762, -2.594], [2.388, 1.970, -2.249], [-3.246, -3.618, -0.156], [-3.599, -2.331, -2.194], [2.963, 2.764, -1.268], [-2.617, 3.484, 2.333], [1.648, -0.777, 0.520], [-2.032, 4.394, 1.247], [-2.332, 5.845, 1.647], [2.122, -2.051, 2.549], [4.143, 0.355, -1.962], [-2.685, 4.154, -0.125], [5.974, 0.686, -0.258], [-1.619, -3.357, 3.590], [-0.099, -4.556, -2.395], [2.367, -1.340, -0.085], [-2.484, -4.020, 0.507], [0.557, -2.734, -4.342], [4.599, -0.592, -2.232], [-3.416, 6.016, 1.627], [-0.053, 4.889, 1.966], [4.545, 2.952, 0.158], [-3.083, -1.699, -2.914], [-1.832, 7.640, 1.065], [0.520, -1.346, -3.233], [0.839, -0.447, -0.134], [-3.868, -4.445, -0.511], [-0.273, -4.990, -3.385], [0.861, -4.504, 1.595], [2.474, 3.685, -0.981], [-3.992, 4.619, 3.143], [-2.172, 4.759, -0.872], [6.812, 1.354, -0.468], [1.740, -2.629, -3.023], [-0.832, -4.980, -1.709], [-1.985, 3.529, 3.229], [-4.297, -1.694, -1.641], [2.715, -1.195, 2.884], [2.134, 0.117, 0.918], [-1.216, -3.551, 4.589], [6.261, -0.320, -0.568], [-4.162, -3.102, -2.728], [-1.965, 6.013, 2.672], [-0.583, -5.388, 2.110], [0.901, -4.860, -2.059], [1.646, -2.495, 3.420], [2.512, 0.148, -3.354], [5.827, 0.678, 0.824], [-2.353, -4.138, 3.357], [-0.139, 4.616, 0.231], [0.648, -4.925, 3.302], [2.808, -2.785, 2.104], [-2.614, 2.458, 1.975], [-3.723, 4.495, -0.075], [-2.120, -2.393, 3.585], [-3.879, -2.933, 0.420]], "atomic_forces_ev_per_a": [[-0.6115, 0.3271, -0.0307], [-0.0290, -0.0675, -0.1779], [0.1951, -0.0938, 0.1169], [0.0972, -0.0385, -0.1622], [0.1358, -0.2166, 0.0237], [-0.0187, -0.4300, -0.1393], [0.2197, 0.3537, -0.1270], [0.1717, -0.1687, 0.2774], [-0.1550, 0.1331, 0.0373], [-0.0060, 0.0112, 0.0005], [0.0511, 0.0166, -0.0037], [-0.0754, 0.0148, -0.0125], [0.0834, 0.2024, 0.4658], [0.1374, -0.0321, -0.0956], [-0.2069, 0.0561, 0.0102], [0.1305, 0.0495, 0.0664], [-0.1685, -0.1182, -0.0859], [-0.0404, 0.0644, -0.0630], [-0.0252, 0.0007, 0.0130], [0.0721, -0.0108, 0.0198], [0.0460, 0.0640, 0.0275], [0.0194, -0.0058, -0.0372], [-0.0193, -0.0157, -0.0125], [-0.0280, 0.0555, -0.0498], [0.0272, 0.0345, -0.1597], [-0.0592, 0.0157, 0.0579], [-0.0147, -0.0167, -0.0584], [-0.0528, 0.0002, 0.0607], [0.0493, 0.0175, 0.0198], [0.0811, -0.0045, -0.1097], [-0.0192, -0.0020, 0.0109], [-0.0117, -0.0139, 0.0003], [-0.0164, 0.0272, 0.1249], [-0.0212, -0.0298, 0.0478], [-0.0558, 0.0007, -0.0214], [0.0303, -0.0119, 0.0032], [-0.0045, -0.0133, 0.0005], [-0.0257, -0.0349, 0.0177], [0.0196, 0.0115, -0.0075], [-0.0345, -0.0211, -0.0153], [0.0026, -0.0056, 0.0146], [0.0015, 0.0004, -0.0001], [0.0327, -0.0081, 0.0073], [0.0019, -0.0504, 0.0269], [0.0084, 0.0116, 0.0064], [-0.0176, -0.0180, -0.0319], [-0.0234, 0.0044, -0.0200], [0.0148, -0.0136, -0.0499], [0.0514, -0.0417, 0.0143], [0.0025, 0.0090, -0.0081], [0.0204, 0.0094, 0.0051], [0.0043, -0.0146, 0.0066], [0.0014, 0.0053, -0.0023], [-0.0104, -0.0107, 0.0113], [-0.0080, -0.0300, -0.0121], [0.0053, 0.0005, 0.0019], [-0.0111, 0.0099, 0.0012], [-0.0111, -0.0117, -0.0160], [-0.0197, 0.0241, -0.0129], [0.0176, 0.0043, -0.0090], [-0.0051, -0.0095, 0.0037], [0.0037, 0.0091, -0.0200], [-0.0166, -0.0103, 0.0004], [0.0050, 0.0023, 0.0031], [-0.0084, 0.0139, 0.0056], [-0.0039, -0.0181, -0.0066], [0.0082, 0.0104, -0.0119], [-0.0115, 0.0012, 0.0063], [0.0274, -0.0127, -0.0126], [0.0043, -0.0070, 0.0004], [0.0009, -0.0011, -0.0050], [-0.0030, 0.0045, 0.0093], [0.0125, 0.0268, 0.0357], [-0.0085, -0.0030, -0.0093], [-0.0024, 0.0229, -0.0040], [0.0373, -0.0044, 0.0161], [0.0019, -0.0064, -0.0172], [-0.0113, -0.0031, 0.0219], [0.0385, -0.0001, 0.0175]], "lowdin_spin": [1.1148, 0.2543, 0.3855, 0.0047, 0.0004, 0.0010, 0.0001, 0.0818, 0.0021, 0.0085, 0.0000, 0.0006, 0.0130, 0.0102, 0.0003, 0.0000, 0.0003, 0.0000, 0.0023, 0.0000, 0.0000, 0.0209, -0.0003, 0.0037, 0.0050, 0.0000, 0.0000, 0.0045, 0.0000, 0.0104, 0.0036, -0.0003, 0.0002, -0.0001, 0.0382, 0.0004, 0.0000, 0.0001, 0.0004, 0.0000, 0.0000, -0.0001, 0.0000, 0.0057, 0.0000, 0.0000, 0.0000, 0.0000, 0.0094, 0.0000, 0.0000, 0.0000, 0.0002, 0.0000, 0.0019, 0.0001, 0.0000, 0.0000, 0.0012, 0.0001, 0.0000, 0.0011, 0.0000, 0.0000, 0.0000, -0.0001, 0.0000, 0.0000, 0.0000, 0.0001, 0.0001, 0.0000, 0.0021, 0.0000, 0.0000, -0.0013, 0.0129, 0.0000, 0.0000]}

---

3.
{"formula": "C20H41O4S", "method": "ωB97M-V/def2-TZVPD", "total_charge": 1, "energy_ha": -1485.25526, "lumo_ev": -2.51, "mol_weight_g_mol": 377.6, "e_homo_ev": -12.12, "orbital_gap_ha": 0.3534, "relative_energy_ev": 7.960, "symbols": ["S", "O", "O", "O", "O", "C", "C", "C", "C", "C", "C", "C", "C", "C", "C", "C", "C", "C", "C", "C", "C", "C", "C", "C", "C", "H", "H", "H", "H", "H", "H", "H", "H", "H", "H", "H", "H", "H", "H", "H", "H", "H", "H", "H", "H", "H", "H", "H", "H", "H", "H", "H", "H", "H", "H", "H", "H", "H", "H", "H", "H", "H", "H", "H", "H", "H"], "xyz": [[0.017, 0.322, -3.673], [-5.034, -1.281, 5.380], [-2.839, -1.848, 5.063], [5.225, -0.614, -2.923], [-3.489, 0.345, 5.158], [-4.752, 2.293, 5.818], [0.800, -1.401, -3.923], [-5.653, -0.060, 5.740], [3.238, 1.095, -3.003], [-0.022, 0.507, -1.790], [1.068, -3.601, -5.368], [-0.458, -0.206, 3.583], [4.881, 0.816, -2.957], [0.097, -2.261, -5.129], [-0.566, 1.966, -1.271], [-3.710, -1.004, 5.188], [-0.861, 1.440, 1.423], [1.718, -1.137, 2.408], [-1.635, 1.634, -0.029], [-4.765, 0.961, 5.095], [-1.277, -0.005, 2.151], [1.058, 1.647, -4.490], [0.579, -1.477, 3.574], [4.963, -1.214, -1.594], [2.671, 1.337, -4.531], [1.836, -3.630, -4.454], [-5.758, 2.715, 5.895], [1.008, 0.268, -1.271], [0.698, -2.044, -2.927], [-2.450, -0.039, 2.343], [0.104, 0.787, 3.902], [-5.680, 0.009, 6.833], [-1.036, 2.642, -2.103], [5.702, -2.088, -1.316], [-0.770, -0.342, -1.411], [-6.677, -0.019, 5.356], [0.297, 1.606, 1.365], [-5.022, 1.106, 4.038], [2.729, 0.121, -2.602], [0.467, -4.609, -5.331], [1.254, -1.462, 1.381], [1.894, 0.032, 2.461], [2.906, 1.985, -2.316], [-2.400, 2.547, 0.046], [2.706, -1.749, 2.658], [1.945, -1.332, -4.154], [3.888, -1.726, -1.679], [-0.056, -2.449, 3.318], [-0.957, -0.925, 1.469], [1.726, -3.489, -6.331], [1.087, -1.648, 4.631], [-4.114, 3.006, 5.285], [-2.320, 0.691, -0.279], [5.320, 1.342, -3.930], [-1.294, 2.289, 2.136], [4.881, -0.412, -0.736], [5.255, 1.374, -1.970], [-4.331, 2.192, 6.825], [0.036, -1.622, -6.136], [0.736, 1.870, -5.616], [-1.284, -0.440, 4.398], [-0.980, -2.645, -4.797], [0.920, 2.660, -3.913], [0.350, 2.514, -0.738], [3.263, 2.250, -4.976], [2.866, 0.411, -5.254]], "atomic_forces_ev_per_a": [[0.2484, -0.6239, 0.4773], [1.1466, -0.1158, -0.2471], [-1.9552, 1.7868, 0.2495], [-0.3593, 1.5835, 1.5404], [0.0875, -1.2023, -0.0551], [0.4415, 0.2468, -0.0617], [0.8114, -1.7833, -0.3725], [-0.9442, 0.0753, 0.1257], [-0.1358, -0.9969, -0.5846], [0.1397, -0.0902, 1.7924], [0.5669, 0.4867, 0.9667], [-0.9046, -0.3845, 0.9241], [-0.8916, 1.1986, 0.3548], [0.0368, -0.4813, -0.2106], [0.1166, -0.5505, 1.3302], [1.4974, -1.7641, -0.1352], [-1.4832, -0.0443, 0.6425], [-0.5156, -0.5945, 1.1381], [-0.4073, 0.7347, -0.2119], [-0.4724, 1.3443, 0.3300], [1.0312, 0.0784, 0.0953], [2.3041, 1.7186, -1.0385], [-0.2725, 0.5706, -0.6246], [-1.6505, -0.7176, 0.2405], [0.2402, -0.2962, 0.5370], [-1.6080, -0.1130, -1.9525], [0.1030, -0.1094, -0.0683], [-1.9197, 0.4586, -1.4326], [0.0291, 1.8224, -1.9108], [2.5852, 0.1051, -0.5197], [-1.0938, -2.0034, -0.7806], [0.0787, 0.1542, -0.1021], [0.8882, -1.4445, 1.5372], [-1.1897, 2.1211, -0.8694], [1.5061, 1.8038, -1.2882], [0.1955, -0.1778, 0.0461], [-2.1842, -0.5382, -0.0398], [-0.0334, -0.1022, 0.0685], [0.9613, 1.8236, -0.5498], [1.1760, 2.1790, -0.3213], [1.1929, 0.7547, 1.7964], [-0.0960, -2.5183, -0.3055], [0.7694, -1.5877, -1.3424], [1.7898, -1.9467, -0.1416], [-2.0648, 1.4608, -0.8610], [-2.1893, 0.2695, 0.5036], [2.1459, 0.9924, 0.4058], [1.5112, 2.0167, 0.4813], [-0.9044, 1.9669, 1.1756], [-1.5085, -0.3326, 1.8203], [-1.1287, 0.5498, -2.2414], [-0.1867, -0.0679, 0.0429], [1.6469, 1.9193, 0.4525], [-0.5719, -1.5032, 2.2005], [1.1215, -1.7852, -1.4569], [0.4681, -1.5146, -1.7125], [-0.4649, -1.2741, -2.2132], [-0.1792, -0.1372, -0.1336], [-0.0046, -1.4044, 2.3449], [0.0717, -0.9630, 2.6136], [1.9967, 0.6517, -1.7004], [2.3340, 1.1633, -0.8020], [-0.1212, -2.1610, -0.8040], [-2.0131, -0.9979, -1.5385], [-1.4944, -1.6547, 0.6907], [-0.2907, 1.9453, 1.7053]], "nbo_charge": [0.7464, -0.4768, -0.5805, -0.5551, -0.4931, -0.6274, -0.5476, -0.0976, -0.4577, -0.5381, -0.6341, -0.4385, -0.0694, -0.4308, -0.4404, 0.9697, -0.4302, -0.6477, -0.4168, 0.0611, -0.4150, -0.5655, -0.4080, -0.2807, -0.4307, 0.2074, 0.2266, 0.2636, 0.2727, 0.2192, 0.1979, 0.1906, 0.2354, 0.2279, 0.2721, 0.2092, 0.2092, 0.1793, 0.1983, 0.2478, 0.1925, 0.2055, 0.2178, 0.2327, 0.2274, 0.2654, 0.1610, 0.2144, 0.1928, 0.2393, 0.2251, 0.2251, 0.2118, 0.2103, 0.2238, 0.1906, 0.1907, 0.2268, 0.2300, 0.2856, 0.2592, 0.2363, 0.2740, 0.2345, 0.2480, 0.2266]}